[1]
115
Properties=species:S:1:pos:R:3 method="wB97M-V/def2-TZVPD" de_lowest_kcal_mol=0.0 max_force_ha_per_bohr=0.0395 homo_lumo_gap_ev=8.69 e_lumo_ev=2.13 charge=-1
C 5.05083 6.40554 4.43405
O 5.74531 5.46899 3.64261
C 5.19037 4.15613 3.69456
C 6.02245 3.25603 4.60618
C 5.56070 1.78837 4.70861
C 4.97617 1.17360 3.42050
C 3.44766 1.28268 3.34462
C 2.72496 0.20407 4.15297
C 1.19463 0.15045 3.98266
C 0.47849 1.51489 4.00939
Ga -1.33672 1.56795 3.20519
Cl -2.12566 -0.46356 2.71361
C -1.47205 2.72733 1.55890
P -0.55846 2.27617 0.11440
O -1.18144 2.61121 -1.18659
O 0.89449 2.98652 0.26521
O -0.22739 0.70992 0.17925
N -2.70751 2.37507 4.45355
C -2.49644 2.35416 5.78856
O -2.79307 3.09894 6.64410
F -1.81964 1.20326 6.09448
C -3.28463 3.55532 3.97902
O -2.88304 4.65194 3.99530
F -4.46218 3.28049 3.36653
H 4.01772 6.54656 4.07899
H 5.58290 7.35996 4.36212
H 5.01297 6.10336 5.49389
H 5.15820 3.77175 2.66759
H 4.15006 4.21212 4.05694
H 7.06815 3.30940 4.26993
H 5.99949 3.70955 5.60968
H 4.81824 1.70945 5.51843
H 6.41971 1.18364 5.03204
H 5.26442 0.11405 3.35825
H 5.42392 1.63595 2.53367
H 3.15963 2.27524 3.71973
H 3.10948 1.24800 2.29516
H 2.95528 0.33939 5.22354
H 3.15023 -0.77420 3.87391
H 0.93600 -0.44346 3.09013
H 0.79260 -0.43930 4.81982
H 0.40766 1.85379 5.05169
H 1.06334 2.27736 3.47597
H -2.50982 2.76979 1.19699
H -1.16398 3.74523 1.83774
H 0.99221 3.56854 -0.50550
H 0.17413 0.39392 1.00172
C 2.52611 0.47790 -1.94318
C 3.81130 -0.29071 -2.22089
C 3.60449 -1.45385 -3.20388
O 2.96682 -2.58529 -2.64229
C 1.56338 -2.47436 -2.47505
N 4.41961 -0.72165 -0.96311
H 1.85083 -0.05558 -1.27837
H 2.74826 1.43627 -1.47184
H 1.99757 0.68382 -2.87503
H 4.51942 0.39587 -2.69985
H 4.57965 -1.81425 -3.54425
H 3.04574 -1.10231 -4.08339
H 1.11465 -1.90237 -3.29467
H 1.30226 -1.99111 -1.53269
H 1.14292 -3.47914 -2.46039
H 5.32936 -1.13610 -1.14113
H 3.85155 -1.47027 -0.57411
C -2.04914 -3.90870 -1.42128
C -1.43797 -5.30604 -1.49314
C -2.42110 -6.43168 -1.15314
O -2.70843 -6.58096 0.22347
C -3.63562 -5.64434 0.74885
N -0.22411 -5.32671 -0.67724
H -2.14780 -3.56972 -0.39006
H -1.40611 -3.19152 -1.93146
H -3.03690 -3.88243 -1.88678
H -1.13380 -5.48059 -2.53222
H -1.97922 -7.38495 -1.45764
H -3.35496 -6.29359 -1.71553
H -4.36906 -5.35400 -0.00819
H -3.13829 -4.75336 1.13966
H -4.15835 -6.13280 1.57199
H 0.28585 -6.19414 -0.81029
H -0.50030 -5.32147 0.30119
C 2.22241 5.37492 -6.07789
C 2.95661 4.03875 -6.07866
C 2.07163 2.83506 -5.73334
O 1.73805 2.71658 -4.36970
C 0.63345 3.49587 -3.93555
N 4.13720 4.14103 -5.21840
H 2.04635 5.72551 -5.06053
H 2.82355 6.12969 -6.58489
H 1.25798 5.29972 -6.58363
H 3.31867 3.85859 -7.09751
H 2.63096 1.92617 -5.97661
H 1.16009 2.84051 -6.34807
H -0.11371 3.59297 -4.72989
H 0.95020 4.49690 -3.62702
H 0.16573 3.00230 -3.08396
H 4.70667 3.30625 -5.31517
H 3.82530 4.13972 -4.25038
C -6.94310 -3.52405 -0.37014
C -6.94259 -4.09296 -1.78502
C -8.31106 -4.07140 -2.47203
O -9.22443 -5.04645 -2.00363
C -9.95178 -4.69487 -0.84450
N -6.33606 -5.42608 -1.76170
H -7.36553 -4.23586 0.34095
H -5.92262 -3.31300 -0.05173
H -7.51676 -2.59755 -0.31141
H -6.29291 -3.45758 -2.39677
H -8.16888 -4.29436 -3.53269
H -8.76004 -3.07175 -2.39559
H -10.19163 -3.62629 -0.83925
H -9.41237 -4.93321 0.07540
H -10.88086 -5.26393 -0.86082
H -6.19200 -5.76068 -2.70947
H -6.99756 -6.07592 -1.34454

[2]
74
Properties=species:S:1:pos:R:3 method="wB97M-V/def2-TZVPD" de_lowest_kcal_mol=4.8 max_force_ha_per_bohr=0.0049 homo_lumo_gap_ev=7.44 e_lumo_ev=2.11 charge=-1
Tl 0.44328 0.08660 0.09962
Cl -5.73978 2.37931 -3.09131
C -4.07467 1.98423 -2.72387
C -3.43170 0.96909 -3.43422
C -2.12625 0.66074 -3.14206
C -1.39245 1.32847 -2.12689
O -0.15955 0.98338 -1.91418
C -2.08204 2.34033 -1.40609
C -1.50323 3.06191 -0.28997
N -0.41174 2.76593 0.29048
C 0.03676 3.54470 1.35730
C 0.32424 4.87922 1.22571
C 0.83443 5.62341 2.31238
C 1.04850 5.03454 3.52375
C 0.75998 3.65757 3.69741
C 0.94874 2.97788 4.92267
C 0.65950 1.64977 5.01068
C 0.17884 0.98512 3.86152
N -0.01837 1.58047 2.71636
C 0.26369 2.90395 2.61404
C -3.40901 2.65715 -1.73356
H -3.96718 0.42346 -4.20072
H -1.62632 -0.14442 -3.66633
H -2.10440 3.89997 0.08864
H 0.18272 5.35087 0.26150
H 1.06044 6.67302 2.17139
H 1.43818 5.60158 4.36081
H 1.33592 3.52487 5.77508
H 0.80781 1.09540 5.92724
H -0.04109 -0.07778 3.89554
H -3.91825 3.43353 -1.17426
C 1.88953 -0.34066 -3.71831
C 1.70008 -1.51231 -2.82415
N 1.37015 -1.49672 -1.54988
C 1.35575 -2.79394 -1.11621
C 1.67230 -3.62211 -2.15599
N 1.88676 -2.78915 -3.22562
C 1.80456 -5.08664 -2.34378
O 1.60026 -5.83545 -1.29426
O 2.08588 -5.51560 -3.44823
C 1.03593 -3.11724 0.30885
O 1.03868 -4.32735 0.63409
O 0.78212 -2.14949 1.06159
H 1.13220 -0.32917 -4.50420
H 1.77524 0.57178 -3.14257
H 2.87606 -0.37377 -4.18405
H 2.15279 -3.12770 -4.13652
H 1.36476 -5.25323 -0.46197
S -1.87072 -0.20104 1.02714
C -2.44800 -1.24976 -0.22431
N -1.70494 -1.82631 -1.10566
C -2.45992 -2.56744 -1.99493
C -1.94944 -3.29375 -3.06938
C -2.82271 -3.97948 -3.89186
C -4.20114 -3.94890 -3.66088
C -4.72444 -3.23001 -2.59953
C -3.84476 -2.54231 -1.77317
S -4.17258 -1.54442 -0.39097
H -0.87991 -3.31475 -3.23453
H -2.43347 -4.55359 -4.72306
H -4.86769 -4.49276 -4.31784
H -5.79173 -3.20304 -2.42175
Se 2.76913 1.10256 0.52712
C 3.15920 0.67944 2.35495
C 2.90206 -0.56667 2.92197
C 3.28013 -0.82135 4.23332
C 3.92572 0.14949 4.98718
C 4.17881 1.39185 4.42358
C 3.78903 1.65991 3.11853
H 2.39246 -1.33052 2.34807
H 3.07132 -1.79468 4.66081
H 4.22752 -0.06042 6.00603
H 4.67144 2.16371 5.00319
H 3.96453 2.63869 2.68854

[3]
57
Properties=species:S:1:pos:R:3 method="wB97M-V/def2-TZVPD" de_lowest_kcal_mol=7.6 max_force_ha_per_bohr=0.0190 homo_lumo_gap_ev=7.86 smiles="Cc1cc(C)cc(NS(=O)(=O)c2ccc3[nH]cc(C(=O)N4CCc5ccccc54)c(=O)c3c2)c1" e_lumo_ev=-0.34 charge=0
C 3.78208 3.41554 0.72517
C 3.15286 2.46400 -0.24713
C 3.85451 1.34906 -0.68002
C 3.27108 0.46054 -1.57425
C 1.99658 0.71003 -2.06804
C 1.28016 1.81933 -1.63982
C 1.86526 2.68047 -0.72139
H 1.30419 3.53405 -0.36837
C -0.11161 2.05573 -2.13867
H -0.08693 2.63909 -3.05930
H -0.70173 2.60199 -1.40632
H -0.60686 1.11088 -2.34942
H 1.54546 0.01852 -2.76510
N 3.95057 -0.72959 -1.87318
S 4.39995 -1.67525 -0.54817
O 5.65556 -1.22670 -0.03103
O 4.28646 -3.03374 -0.98394
C 3.12241 -1.22602 0.63295
C 1.81374 -1.27302 0.22096
C 0.82956 -0.58430 0.93136
C 1.19772 0.11296 2.09327
C 2.52094 0.07209 2.55024
C 3.48210 -0.56704 1.80216
H 4.52318 -0.55117 2.08202
H 2.78605 0.59248 3.45880
N 0.25440 0.86154 2.74299
C -0.99077 1.01433 2.23843
C -1.42843 0.36368 1.13193
C -0.53357 -0.50320 0.37599
O -0.84327 -1.08366 -0.65484
C -2.78159 0.75005 0.60458
O -3.04685 1.93191 0.45918
N -3.64576 -0.25378 0.34822
C -4.93628 -0.09601 -0.16950
C -5.52223 1.03645 -0.70595
C -6.82744 0.93612 -1.16670
C -7.52652 -0.25646 -1.09302
C -6.93185 -1.38862 -0.54976
C -5.63625 -1.30063 -0.09192
C -4.77687 -2.35074 0.54737
H -4.73066 -3.26118 -0.04975
H -5.16896 -2.61578 1.53258
C -3.40628 -1.66426 0.64670
H -2.95794 -1.76448 1.63860
H -2.71006 -2.07192 -0.09176
H -7.47354 -2.32082 -0.48832
H -8.54065 -0.30947 -1.45940
H -7.30245 1.80759 -1.59170
H -4.97930 1.96452 -0.75919
H -1.64584 1.69124 2.76857
H 0.53000 1.37283 3.56954
H 1.52622 -1.80589 -0.67200
H 3.49214 -1.30451 -2.56573
H 4.84556 1.13691 -0.31125
H 3.02434 3.94858 1.29497
H 4.37951 4.15226 0.18828
H 4.44087 2.88632 1.40964

| no. | HOMO (eV) |
| --- | --- |
| 1 | -6.57 |
| 2 | -5.33 |
| 3 | -8.21 |